[1]
The following is a quantum chemistry calculation of 11 unconnected molecules or ions with the total composition C24H54N6O28S5 at a distorted geometry, from OMol25.

As for the net charge: -1. For the HOMO energy (alpha / beta), the calculation gives -1.02 / -4.66 eV. Its multiplicity is 2. The value obtained for the gap between HOMO and LUMO (alpha / beta) is 2.02 / 5.67 eV. For the lowest unoccupied orbital energy (alpha / beta), the calculation gives 1.00 / 1.00 eV.

Cartesian coordinates (Å):
C 1.804 4.340 -0.459
N 1.558 3.984 -1.881
O 0.821 4.739 -2.500
O 2.001 2.887 -2.310
H 2.751 4.881 -0.480
H 1.685 3.398 0.075
H 0.930 4.925 -0.173
C 3.854 0.679 -2.462
N 5.062 -0.088 -2.712
O 6.172 0.401 -2.347
O 4.929 -1.268 -3.128
H 3.578 0.177 -1.535
H 3.151 0.567 -3.287
H 4.136 1.731 -2.434
C 0.321 0.109 0.178
C 0.004 0.814 1.502
O -1.260 1.409 1.231
S -1.568 1.717 -0.326
O -1.548 3.134 -0.607
O -2.855 1.017 -0.648
O -0.275 0.868 -0.907
H -0.045 -0.918 0.174
H 1.396 0.134 0.000
H 0.712 1.614 1.718
H -0.101 0.195 2.393
C -4.757 3.186 -2.330
C -4.752 4.156 -1.077
O -5.425 3.332 -0.153
S -6.609 2.375 -0.888
O -7.840 3.120 -1.062
O -6.665 1.025 -0.251
O -5.812 2.332 -2.244
H -3.881 2.538 -2.361
H -4.657 3.693 -3.290
H -5.351 5.063 -1.162
H -3.750 4.347 -0.691
C 4.004 -1.347 6.864
C 5.075 -1.037 5.763
O 4.351 -0.296 4.872
S 3.024 0.548 5.507
O 1.850 0.264 4.643
O 3.389 1.946 5.845
O 2.986 -0.403 6.834
H 4.374 -1.322 7.889
H 3.556 -2.286 6.540
H 5.530 -1.921 5.317
H 6.004 -0.596 6.125
C -4.115 -1.722 -4.227
C -4.047 -0.534 -3.291
O -3.451 0.482 -3.957
S -3.852 0.384 -5.553
O -2.567 0.405 -6.251
O -4.941 1.314 -5.894
O -4.420 -1.149 -5.476
H -4.821 -2.520 -3.994
H -3.083 -2.059 -4.320
H -3.648 -0.850 -2.327
H -5.028 -0.154 -3.005
C 2.754 -4.250 4.321
C 2.509 -5.044 3.047
O 1.610 -4.278 2.276
S 1.599 -2.674 2.716
O 0.232 -2.217 2.712
O 2.620 -1.875 2.019
O 2.049 -3.070 4.260
H 3.823 -4.059 4.412
H 2.536 -4.783 5.247
H 1.927 -5.929 3.307
H 3.458 -5.218 2.541
C 4.209 1.965 1.747
O 3.797 1.513 0.656
N 5.314 2.715 1.832
C 6.145 3.008 0.597
C 5.876 3.147 3.083
H 3.639 1.830 2.679
H 6.833 2.168 0.503
H 6.509 4.036 0.592
H 5.484 3.008 -0.270
H 5.851 4.231 3.197
H 5.340 2.866 3.989
H 6.920 2.844 3.165
C 0.174 0.596 -4.138
O 1.172 -0.126 -4.275
N 0.085 1.821 -4.519
C -1.081 2.605 -4.301
C 1.164 2.526 -5.196
H -0.719 0.312 -3.560
H -1.585 2.719 -5.261
H -0.779 3.565 -3.882
H -1.846 2.206 -3.635
H 2.025 1.865 -5.298
H 0.863 2.673 -6.233
H 1.375 3.474 -4.700
C -2.017 -5.398 -1.170
O -2.124 -6.473 -1.786
N -1.195 -5.222 -0.117
C -0.729 -3.926 0.230
C -0.397 -6.200 0.564
H -2.550 -4.462 -1.403
H -0.728 -3.735 1.303
H -1.093 -3.081 -0.354
H 0.325 -3.827 -0.030
H 0.638 -6.204 0.223
H -0.458 -6.044 1.641
H -0.854 -7.159 0.322
C -3.885 -1.793 0.301
O -3.972 -2.899 -0.260
N -4.815 -1.277 1.053
C -4.426 -0.371 2.114
C -6.085 -1.969 1.176
H -2.932 -1.243 0.298
H -3.619 0.278 1.772
H -4.151 -0.755 3.096
H -5.286 0.269 2.312
H -6.135 -2.664 2.015
H -6.899 -1.258 1.319
H -6.376 -2.518 0.281

Atom charges from the Mulliken analysis, given in e for atoms 1 to 4: -0.659, 0.676, -0.848, -0.550

***

[2]
The following is a quantum chemistry calculation of 16 unconnected molecules or ions with the total composition C24H55BrI2N16O33P at a distorted geometry, from OMol25.

As for the net charge: +1. For the HOMO energy, the calculation gives -10.39 eV. Its multiplicity is 1. The value obtained for the gap between HOMO and LUMO is 5.67 eV. For the lowest unoccupied orbital energy, the calculation gives -4.72 eV.

Cartesian coordinates (Å):
C 1.614 4.828 -0.079
C 2.088 4.517 1.399
I 3.290 2.667 1.376
C 3.079 5.671 1.918
I 4.927 5.466 0.731
O 2.506 6.985 1.782
C 2.896 7.781 2.868
O 2.162 8.058 3.758
C 4.393 8.273 2.785
C 4.684 9.263 1.723
C 6.041 9.722 1.563
N 7.026 9.235 2.419
P 8.689 9.853 2.071
O 9.623 9.493 3.421
Br 9.357 8.522 0.345
C 6.795 8.329 3.433
C 5.445 7.799 3.682
H 1.268 5.901 -0.175
H 2.445 4.669 -0.818
H 0.742 4.189 -0.357
H 1.179 4.405 2.039
H 3.345 5.495 2.996
H 3.859 9.603 1.047
H 6.296 10.452 0.757
H 10.524 9.314 3.067
H 7.687 8.024 4.040
H 5.245 7.079 4.505
C -2.063 1.968 -2.155
N -0.961 2.857 -1.702
O 0.150 2.366 -1.598
O -1.250 4.016 -1.467
H -1.663 0.974 -2.326
H -2.816 1.951 -1.369
H -2.464 2.384 -3.076
C -1.792 -2.484 -0.895
N -2.535 -1.511 -1.741
O -2.103 -1.287 -2.856
O -3.532 -1.002 -1.254
H -0.937 -2.852 -1.453
H -1.471 -1.960 0.002
H -2.471 -3.293 -0.656
C -2.351 -6.838 0.586
N -1.895 -5.676 -0.216
O -1.206 -4.840 0.340
O -2.246 -5.638 -1.383
H -1.967 -6.738 1.597
H -3.436 -6.831 0.583
H -1.962 -7.736 0.113
C -4.063 -9.065 -2.674
N -3.390 -9.760 -1.547
O -3.637 -9.372 -0.419
O -2.637 -10.672 -1.831
H -4.698 -8.280 -2.271
H -3.286 -8.644 -3.310
H -4.658 -9.805 -3.212
C -8.177 -11.484 -4.535
N -7.064 -10.608 -4.079
O -5.960 -11.113 -3.966
O -7.334 -9.445 -3.848
H -7.792 -12.475 -4.698
H -8.933 -11.486 -3.753
H -8.566 -11.062 -5.460
C -6.167 -4.012 2.126
N -5.231 -4.990 1.509
O -4.042 -4.745 1.565
O -5.725 -5.974 0.988
H -5.588 -3.195 2.547
H -6.830 -3.653 1.341
H -6.721 -4.534 2.903
C 4.156 8.847 -2.547
N 4.285 7.366 -2.569
O 3.309 6.719 -2.244
O 5.361 6.909 -2.908
H 3.154 9.111 -2.224
H 4.896 9.227 -1.846
H 4.345 9.208 -3.556
C -0.216 -12.670 -1.370
N 0.456 -13.363 -0.237
O 0.206 -12.971 0.887
O 1.209 -14.274 -0.519
H -0.853 -11.886 -0.973
H 0.561 -12.252 -2.005
H -0.806 -13.412 -1.904
C 6.083 0.348 -0.923
N 5.261 -0.421 0.049
O 4.582 -1.327 -0.387
O 5.331 -0.083 1.218
H 5.923 -0.060 -1.916
H 5.761 1.387 -0.874
H 7.125 0.245 -0.626
C 1.072 11.917 -0.390
N 1.988 10.947 -1.048
O 3.190 11.180 -0.994
O 1.473 9.992 -1.594
H 1.665 12.713 0.052
H 0.407 12.310 -1.156
H 0.518 11.376 0.374
C 3.981 8.072 7.965
N 5.398 7.727 7.665
O 5.635 7.196 6.588
O 6.218 7.996 8.511
H 3.363 7.775 7.122
H 3.696 7.530 8.864
H 3.932 9.147 8.120
C -5.506 -0.091 -4.098
N -5.061 1.079 -4.902
O -4.370 1.914 -4.344
O -5.419 1.117 -6.060
H -5.113 0.008 -3.089
H -6.594 -0.089 -4.091
H -5.116 -0.986 -4.578
C -8.226 -7.204 0.159
N -9.445 -6.876 -0.628
O -9.800 -5.711 -0.650
O -10.000 -7.797 -1.193
H -7.843 -6.296 0.602
H -8.515 -7.918 0.928
H -7.500 -7.636 -0.527
C 11.925 10.288 6.123
N 13.336 9.893 5.873
O 13.588 9.373 4.799
O 14.133 10.119 6.757
H 11.330 10.027 5.253
H 11.581 9.745 7.001
H 11.908 11.362 6.293
C -10.074 -15.639 -4.407
N -9.152 -14.473 -4.441
O -8.604 -14.164 -3.401
O -9.015 -13.913 -5.518
H -10.098 -16.035 -3.395
H -11.059 -15.287 -4.708
H -9.690 -16.381 -5.104

Atom charges from the Mulliken analysis, given in e for atoms 1 to 4: -0.344, -0.554, 0.123, -0.527

***

[3]
The following is a quantum chemistry calculation of a molecular structure, C24H55Cl3GeNO4OsPS, from OMol25.

As for the net charge: +3. For the HOMO energy (alpha / beta), the calculation gives -18.07 / -18.06 eV. Its multiplicity is 2. The value obtained for the gap between HOMO and LUMO (alpha / beta) is 7.36 / 7.53 eV. For the lowest unoccupied orbital energy (alpha / beta), the calculation gives -10.72 / -10.53 eV.

Cartesian coordinates (Å):
Os -0.694 -0.441 -0.457
C -1.997 -3.990 1.900
O -1.950 -3.143 0.747
C -2.827 -3.624 -0.247
C -2.970 -2.565 -1.315
O -1.675 -1.954 -1.672
C -0.721 -2.969 -2.104
C 0.326 -2.259 -2.898
O 0.747 -1.125 -2.113
C 1.786 -0.395 -2.804
H -2.990 -3.965 2.352
H -1.268 -3.620 2.610
H -1.747 -5.019 1.630
H -3.826 -3.812 0.161
H -2.459 -4.573 -0.654
H -3.596 -1.740 -0.998
H -3.375 -2.987 -2.235
H -1.244 -3.697 -2.724
H -0.317 -3.460 -1.219
H -0.067 -1.894 -3.849
H 1.180 -2.914 -3.085
H 1.474 -0.198 -3.830
H 2.696 -0.995 -2.811
H 1.955 0.533 -2.270
Cl -4.414 0.549 -0.566
Ge -2.727 0.455 0.730
Cl -2.283 2.468 1.254
Cl -3.335 -0.681 2.412
C -0.607 4.003 -1.891
C -0.602 3.779 -3.396
C -0.262 2.360 -3.835
S -1.274 0.935 -3.388
O -1.320 0.913 -1.796
C -2.964 1.313 -3.874
C -3.690 2.505 -3.257
C -5.191 2.356 -3.498
H -0.707 5.065 -1.673
H 0.330 3.662 -1.441
H -1.429 3.483 -1.400
H 0.173 4.397 -3.858
H -1.535 4.104 -3.848
H 0.726 2.070 -3.475
H -0.237 2.264 -4.927
H -3.484 0.375 -3.656
H -2.885 1.382 -4.965
H -3.349 3.430 -3.713
H -3.479 2.561 -2.189
H -5.421 2.341 -4.564
H -5.726 3.196 -3.057
H -5.581 1.438 -3.056
C 0.504 -1.322 4.264
C 0.981 0.047 3.768
C 2.125 0.557 4.666
C -0.212 1.002 3.873
P 1.626 -0.058 2.011
N 0.246 -0.311 0.945
C 2.401 1.538 1.417
C 3.864 1.596 1.896
C 1.640 2.762 1.945
C 2.362 1.620 -0.114
C 2.632 -1.603 1.636
C 3.728 -1.778 2.702
C 3.283 -1.503 0.250
C 1.735 -2.850 1.617
H 0.092 -1.165 5.262
H 1.301 -2.053 4.362
H -0.301 -1.716 3.644
H 1.754 0.505 5.691
H 2.378 1.597 4.473
H 3.027 -0.048 4.620
H -0.507 1.012 4.924
H -1.064 0.637 3.312
H 0.000 2.025 3.587
H 3.964 1.516 2.976
H 4.254 2.574 1.609
H 4.496 0.846 1.426
H 1.736 2.897 3.019
H 0.584 2.748 1.669
H 2.091 3.637 1.475
H 2.901 0.816 -0.603
H 2.848 2.556 -0.395
H 1.334 1.670 -0.483
H 4.386 -0.916 2.788
H 4.343 -2.624 2.390
H 3.326 -2.018 3.683
H 4.037 -0.724 0.178
H 2.539 -1.373 -0.539
H 3.789 -2.452 0.069
H 1.242 -3.048 2.558
H 2.388 -3.700 1.410
H 0.982 -2.811 0.828

Atom charges from the Mulliken analysis, given in e for atoms 1 to 4: 0.484, -0.895, 0.318, -0.892

***

Question: What is the net charge in the second record?
Answer: +1

***

Question: What is the multiplicity in the second record?
Answer: 1